{"formula": "C28H20N3O2PRuSe2", "method": "wB97M-V/def2-TZVPD", "elements": ["Ru", "O", "C", "O", "C", "C", "C", "N", "C", "C", "C", "C", "C", "C", "C", "N", "C", "C", "C", "C", "C", "N", "H", "H", "H", "H", "H", "H", "H", "H", "H", "H", "Se", "P", "Se", "C", "C", "C", "C", "C", "C", "C", "C", "C", "C", "C", "C", "H", "H", "H", "H", "H", "H", "H", "H", "H", "H"], "coordinates": [[0.1509, -0.3718, 0.1043], [-4.8553, 4.3157, -0.3818], [-3.9354, 4.2388, -1.2050], [-3.6617, 4.8394, -2.2513], [-2.8900, 3.1392, -0.8461], [-1.7894, 2.9267, -1.6694], [-0.8907, 1.9347, -1.3386], [-1.0788, 1.1901, -0.2395], [-2.1179, 1.3919, 0.5832], [-3.0489, 2.3699, 0.3011], [-2.0963, 0.4968, 1.7573], [-3.0265, 0.5543, 2.7777], [-2.8956, -0.3026, 3.8589], [-1.8341, -1.1923, 3.8970], [-0.9401, -1.2068, 2.8452], [-1.0653, -0.3861, 1.7948], [0.3456, 1.5787, -2.0632], [0.7851, 2.2409, -3.1938], [1.9826, 1.8578, -3.7775], [2.7149, 0.8255, -3.2138], [2.2228, 0.1988, -2.0860], [1.0626, 0.5603, -1.5220], [-1.7025, 3.5661, -2.5396], [-3.9122, 2.5883, 0.9179], [-3.8369, 1.2666, 2.7245], [-3.6149, -0.2703, 4.6659], [-1.6953, -1.8709, 4.7258], [-0.1022, -1.8888, 2.8161], [0.1971, 3.0492, -3.6037], [2.3411, 2.3670, -4.6619], [3.6557, 0.5027, -3.6351], [2.7456, -0.6213, -1.6142], [1.5682, -2.4053, 0.4023], [0.1934, -3.3695, -1.0076], [-1.2958, -1.7500, -1.2097], [0.9674, -3.7548, -2.5789], [1.6930, -4.9417, -2.6918], [2.3731, -5.2185, -3.8657], [2.3292, -4.3190, -4.9230], [1.6050, -3.1401, -4.8119], [0.9243, -2.8521, -3.6398], [-0.5275, -4.8791, -0.3708], [-0.3953, -5.2319, 0.9689], [-1.0158, -6.3798, 1.4377], [-1.7701, -7.1625, 0.5761], [-1.9052, -6.8085, -0.7611], [-1.2828, -5.6698, -1.2405], [1.7243, -5.6468, -1.8702], [2.9331, -6.1390, -3.9575], [2.8551, -4.5430, -5.8415], [1.5607, -2.4496, -5.6435], [0.3452, -1.9410, -3.5554], [0.2016, -4.6213, 1.6341], [-0.9059, -6.6657, 2.4749], [-2.2529, -8.0572, 0.9456], [-2.4915, -7.4234, -1.4301], [-1.3789, -5.4007, -2.2858]], "nbo_charge": [0.668, -0.704, 0.729, -0.705, 0.007, -0.200, 0.224, -0.450, 0.141, -0.181, 0.203, -0.200, -0.106, -0.238, 0.086, -0.442, 0.178, -0.203, -0.108, -0.242, 0.082, -0.445, 0.275, 0.275, 0.255, 0.246, 0.247, 0.228, 0.255, 0.245, 0.248, 0.235, -0.291, 1.045, -0.019, -0.363, -0.200, -0.196, -0.166, -0.194, -0.216, -0.365, -0.201, -0.201, -0.163, -0.185, -0.207, 0.232, 0.235, 0.233, 0.229, 0.231, 0.231, 0.231, 0.233, 0.234, 0.230], "de_lowest_kj_mol": 0.0, "e_homo_ev": [-10.200, -10.201], "charge": 1, "gap_ev": [5.30, 5.17], "multiplicity": 2, "e_lumo_ev": [-4.901, -5.028]}